Record 1
69
Properties=species:S:1:pos:R:3 method="wB97M-V/def2-TZVPD" homo_ev="0.43 / -7.23" orbital_gap_ev="2.176 / 9.798" multiplicity=2 relative_energy_kcal_mol=0.0 s_squared=0.75 lumo_energy_ev="2.61 / 2.57" charge=-1
C 2.78328 -20.36085 1.18082
C 2.49009 -21.28114 -0.03431
O 3.40597 -22.33098 -0.14809
H 2.42536 -19.33222 1.13695
H 3.86542 -20.24279 1.12476
H 2.57508 -20.84162 2.13665
H 2.41544 -20.60858 -0.88882
H 1.49487 -21.72221 -0.08997
H 3.13876 -22.69551 -0.99503
C -1.95167 -15.21740 7.32478
C -3.29840 -15.55908 7.80726
O -3.40548 -15.15281 9.11763
H -1.77114 -15.83496 6.44494
H -1.25066 -15.45471 8.12501
H -1.78386 -14.18512 7.01763
H -3.38399 -16.64125 7.90562
H -4.05145 -15.23242 7.09011
H -4.23597 -15.53047 9.41640
C 2.72282 -17.15446 7.53540
C 3.85871 -16.93715 8.59043
O 3.67268 -15.76813 9.25846
H 1.78643 -16.70841 7.87052
H 2.59814 -18.23192 7.42753
H 2.87184 -16.77844 6.52322
H 4.79750 -16.86771 8.04093
H 3.95736 -17.69118 9.37132
H 3.37418 -15.95423 10.15169
C 0.43272 -22.81669 8.01008
C 0.21302 -21.29772 8.23682
O 0.56551 -20.68460 7.00739
H 0.16716 -23.51327 8.80529
H 1.50699 -23.00116 8.00949
H 0.02518 -23.18226 7.06754
H 0.75349 -20.96486 9.12293
H -0.85761 -21.16834 8.39525
H 0.02294 -21.16565 6.37825
C -2.50292 -22.58583 2.59229
C -1.75488 -21.42591 1.96577
O -1.57239 -20.35341 2.93404
H -2.46407 -23.50972 2.01522
H -3.53507 -22.28296 2.76849
H -2.12881 -22.84333 3.58317
H -2.28524 -21.04973 1.09095
H -0.74105 -21.75872 1.74334
H -2.19278 -19.63217 2.80539
C 0.57291 -17.99226 4.64595
O 0.81092 -18.89343 3.59870
H 0.69138 -18.41039 5.64556
H 1.42621 -17.31939 4.56096
H -0.26096 -17.30250 4.51558
H -0.00063 -19.37926 3.43450
C 3.85458 -15.51806 3.24332
O 4.45273 -14.47025 4.02176
H 3.09301 -15.09808 2.58626
H 4.61518 -15.95336 2.59516
H 3.44069 -16.22556 3.96182
H 5.11335 -13.97702 3.52991
C 3.90080 -20.15402 5.79116
O 3.65817 -20.72070 7.13316
H 4.07827 -20.77032 4.90981
H 3.08214 -19.51619 5.45788
H 4.83097 -19.60909 5.63011
H 2.71010 -20.75508 7.28007
C 0.82799 -22.42308 4.23998
O -0.33370 -21.91997 4.74904
H 1.56209 -22.71997 4.98903
H 0.58686 -23.34967 3.71903
H 1.35344 -21.64958 3.67990
H -0.67554 -21.22798 4.17817

***

Record 2
18
Properties=species:S:1:pos:R:3 method="wB97M-V/def2-TZVPD" homo_ev=-9.21 orbital_gap_ev=10.154 relative_energy_kcal_mol=13.3 lumo_energy_ev=0.94
C -1.87757 0.61885 -0.51981
C -1.37905 -0.69646 0.12704
N 0.05407 -0.62032 0.39007
C 0.32956 0.30092 1.47162
C 0.86783 -0.74329 -0.71789
C 2.20446 -0.03083 -0.67832
O 0.50427 -1.35609 -1.70909
H -2.96328 0.72500 -0.45974
H -1.57594 0.61905 -1.57043
H -1.46657 1.54512 -0.09072
H -1.54483 -1.53511 -0.55166
H -1.87511 -0.93492 1.07658
H -0.05782 -0.10704 2.41112
H 1.39112 0.50587 1.58735
H -0.19805 1.24005 1.27691
H 2.67830 -0.15977 -1.65107
H 2.86532 -0.40940 0.10698
H 2.04327 1.03835 -0.49894

***

Record 3
39
Properties=species:S:1:pos:R:3 method="wB97M-V/def2-TZVPD" homo_ev="-15.22 / -15.20" orbital_gap_ev="5.701 / 5.273" multiplicity=2 s_squared=0.77 lumo_energy_ev="-9.52 / -9.93" charge=+2
Ir 0.22162 -0.38436 -1.09614
N -1.25791 -2.28398 -4.84261
C -0.57927 -1.96049 -3.75707
S -0.56233 -0.24602 -3.28827
N 0.06309 -2.83788 -3.06665
N 0.62615 -2.43447 -1.94397
C 1.41170 -3.14894 -1.23730
C 1.84558 -2.57799 0.02285
C 2.23192 -3.33516 1.11058
C 2.59008 -2.68559 2.28625
C 2.59757 -1.29908 2.32504
C 2.18085 -0.60481 1.20402
N 1.78266 -1.23619 0.08905
H -1.72227 -1.58071 -5.39501
H -1.30992 -3.24495 -5.15008
H 1.74871 -4.12604 -1.56749
H 2.21352 -4.41395 1.03822
H 2.87292 -3.26006 3.15800
H 2.91012 -0.76068 3.20774
H 2.18527 0.47736 1.18559
O -2.23636 -1.92660 1.83389
C -1.72811 -1.27929 0.97370
O -1.13433 -1.68223 -0.12969
C -1.69981 0.23973 1.11830
C -2.48042 0.92261 2.04349
C -2.35498 2.28965 2.08917
C -1.45412 2.96617 1.23725
C -1.29080 4.37195 1.22030
C -0.40810 4.95528 0.35765
C 0.37303 4.17205 -0.51717
C 0.24472 2.81074 -0.52228
C -0.67704 2.19202 0.34004
N -0.85063 0.83055 0.31362
H -3.14623 0.37305 2.69242
H -2.94608 2.86270 2.79316
H -1.87730 4.97538 1.90077
H -0.29485 6.03038 0.34646
H 1.07814 4.65546 -1.17934
H 0.83319 2.18440 -1.19452

***

Record 4
56
Properties=species:S:1:pos:R:3 method="wB97M-V/def2-TZVPD" homo_ev="-6.89 / -6.87" orbital_gap_ev="5.954 / 5.126" multiplicity=2 s_squared=0.76 lumo_energy_ev="-0.94 / -1.75"
Sc 10.45944 11.96644 7.74467
C 9.61851 10.95023 4.21890
C 9.84191 9.89866 5.25444
C 10.13438 8.59457 4.85195
C 10.03132 7.51545 5.78747
C 9.54355 7.76488 7.05666
C 9.30060 6.75492 8.05917
C 9.04155 7.10215 9.37913
C 8.92483 8.48104 9.71132
C 8.84632 9.45459 8.70742
S 8.45449 11.05614 9.13222
C 9.30892 9.12092 7.40221
N 9.56842 10.13251 6.54618
H 8.94006 11.75586 4.54932
H 9.09207 10.34519 3.44505
H 10.64984 11.25912 3.81333
H 10.50546 8.42023 3.85087
H 10.41184 6.57506 5.35540
H 9.31089 5.73369 7.78352
H 8.76918 6.33052 10.13944
H 8.73036 8.73436 10.78446
S 14.49477 13.19739 10.69062
Sb 12.37937 12.04311 10.59366
S 12.15373 10.29678 8.93036
S 11.04211 13.77982 9.49220
C 6.58680 13.74145 7.38496
C 7.92063 14.17103 6.88457
O 8.86700 13.31279 6.95626
C 7.96534 15.48864 6.26451
C 8.91910 15.70872 5.27905
C 9.27969 17.04294 4.94530
C 8.49555 18.17116 5.40040
C 7.48194 17.85749 6.28262
C 7.19743 16.54885 6.62252
H 6.64638 12.73588 7.88418
H 6.02485 13.50650 6.44327
H 6.08573 14.49070 8.04770
H 9.46345 14.75666 4.85935
H 10.25405 17.23575 4.50889
H 8.60955 19.15164 4.90611
H 6.89691 18.58910 6.80441
H 6.27600 16.42202 7.24087
O 11.97095 12.46870 6.47519
S 13.38084 12.92606 6.00437
C 14.42085 11.61677 6.70887
C 15.56245 12.27428 7.48182
C 15.56366 13.79351 7.24945
C 14.11132 14.22032 7.08755
H 14.70900 10.98125 5.84415
H 13.72620 10.97127 7.34451
H 16.53824 11.87871 7.20503
H 15.57613 12.06344 8.51987
H 16.09389 14.03715 6.29992
H 16.10824 14.29756 8.04654
H 14.09567 15.15169 6.59685
H 13.53391 14.27607 8.02615

***

Record 5
97
Properties=species:S:1:pos:R:3 method="wB97M-V/def2-TZVPD" homo_ev=-12.26 orbital_gap_ev=9.667 relative_energy_kcal_mol=0.0 lumo_energy_ev=-2.59 charge=+1
C -2.75766 -0.85593 2.66773
N -1.41572 -1.42650 2.40482
C -1.37923 -2.21804 1.19160
N -0.46143 -1.58985 0.16776
C -0.17129 -2.49309 -0.99889
F -1.34573 -3.02655 -1.34150
F 0.57514 -3.47229 -0.48165
C 0.48271 -1.81295 -2.17318
C 1.33677 -0.56208 -1.85657
Si 0.59563 1.13702 -2.33586
C 0.33142 2.13003 -0.76468
C 1.81997 2.00400 -3.46462
C -1.05026 0.97036 -3.22172
C -1.20238 1.33691 -4.56512
C -2.43925 1.24295 -5.20913
C -3.54744 0.77622 -4.50915
C -3.42353 0.39528 -3.17218
C -2.18673 0.49707 -2.54728
H -3.24934 -0.57058 1.74192
H -2.63105 0.05871 3.23421
H -3.37514 -1.53262 3.24495
H -0.77923 -0.64051 2.33988
H -2.37566 -2.29723 0.77206
H -1.01969 -3.22023 1.39914
H 0.42776 -1.41994 0.64545
H -0.84919 -0.69587 -0.14731
H -0.28371 -1.63739 -2.92110
H 1.14476 -2.56338 -2.59546
H 1.64196 -0.49690 -0.81215
H 2.26047 -0.66413 -2.41672
H -0.42505 1.64896 -0.14428
H -0.08717 3.09759 -1.02516
H 1.25937 2.23864 -0.21168
H 2.26373 1.32541 -4.18650
H 2.61158 2.42275 -2.84593
H 1.32570 2.81529 -3.99035
H -0.36986 1.70174 -5.14724
H -2.54044 1.54492 -6.23797
H -4.50845 0.71586 -4.99639
H -4.28736 0.04536 -2.62800
H -2.09764 0.22932 -1.49647
C -5.19171 4.21062 -2.44712
C -5.08665 4.87433 -1.09227
O -4.85128 3.89389 -0.05169
C -3.60613 3.50217 0.10689
O -2.63928 3.85622 -0.50145
C -3.53298 2.48794 1.26298
F -4.51044 1.58085 1.18675
F -3.62108 3.09740 2.44595
F -2.35642 1.83305 1.22770
H -5.96260 3.43956 -2.43524
H -5.44709 4.94965 -3.20463
H -4.25031 3.73812 -2.72958
H -6.02277 5.35587 -0.82211
H -4.30178 5.62817 -1.06879
C -1.95980 5.57288 4.73096
C -3.09245 4.83461 5.41180
O -2.83197 4.66597 6.81583
C -3.12265 5.70812 7.58688
O -3.57355 6.75450 7.23186
C -2.83033 5.35899 9.05761
F -1.65533 4.73203 9.17930
F -3.78839 4.54900 9.52585
F -2.80343 6.45730 9.79923
H -1.01136 5.06611 4.91259
H -2.13367 5.62147 3.65600
H -1.87038 6.58933 5.11198
H -3.18603 3.82692 5.01215
H -4.04585 5.34105 5.26691
C 3.11346 -2.72254 0.91533
C 4.39949 -2.88629 1.69615
O 5.53161 -2.81477 0.81665
C 5.94852 -1.59708 0.49024
O 5.47750 -0.55776 0.84417
C 7.18438 -1.72199 -0.41770
F 6.96626 -2.66405 -1.34745
F 8.25082 -2.07460 0.30187
F 7.45103 -0.57738 -1.03207
H 3.05763 -3.45679 0.11298
H 2.25484 -2.85958 1.57620
H 3.06398 -1.72759 0.46446
H 4.44524 -3.87057 2.15531
H 4.49176 -2.14339 2.48705
C 6.13393 -5.54161 -2.43275
C 4.71451 -5.19915 -2.82441
O 3.94801 -6.37196 -3.15643
C 3.41518 -7.01544 -2.12882
O 3.48939 -6.70776 -0.97501
C 2.60280 -8.22117 -2.63527
F 3.26960 -8.89600 -3.57174
F 1.44963 -7.78695 -3.16700
F 2.32022 -9.04372 -1.63385
H 6.62261 -6.11216 -3.22258
H 6.69533 -4.62817 -2.26008
H 6.16293 -6.14359 -1.52481
H 4.70732 -4.58538 -3.72322
H 4.20414 -4.64535 -2.03552

***

Record 6
14
Properties=species:S:1:pos:R:3 method="wB97M-V/def2-TZVPD" homo_ev=-9.00 orbital_gap_ev=9.554 relative_energy_kcal_mol=37.6 lumo_energy_ev=0.56
H 3.15090 -0.90020 -0.77589
N 2.18321 -0.59393 -0.75804
C 1.54106 -1.11198 0.25660
N 0.21474 -1.06102 0.53651
C -0.53483 -0.13224 0.06677
N -1.87824 -0.50682 -0.09190
S -3.23551 0.44746 -0.15971
N -0.26165 1.13586 -0.24776
S 1.05180 2.09371 0.22592
H 2.12543 -1.78128 0.97916
H -2.05398 -1.48839 0.11681
H -3.30321 0.76506 1.19589
H -0.92672 1.65014 -0.80123
H 1.92700 1.48363 -0.54315

***

no.,F_max (eV Å⁻¹)
1,3.2
2,0.5
3,6.3
4,3.8
5,1.0
6,2.9